[1]
{
  "formula": "C39H65CoN6O4PS",
  "method": "the ωB97M-V functional and the def2-TZVPD basis",
  "symbols": ["Co", "C", "C", "C", "O", "C", "O", "O", "H", "H", "H", "H", "H", "H", "H", "C", "C", "C", "P", "C", "C", "C", "C", "C", "C", "C", "C", "C", "C", "N", "C", "C", "C", "C", "C", "C", "C", "C", "C", "H", "H", "H", "H", "H", "H", "H", "H", "H", "H", "H", "H", "H", "H", "H", "H", "H", "H", "H", "H", "H", "H", "H", "H", "H", "H", "H", "H", "H", "H", "H", "C", "C", "C", "C", "N", "C", "S", "N", "C", "C", "C", "C", "H", "H", "H", "H", "H", "H", "H", "H", "H", "H", "H", "H", "H", "H", "H", "H", "H", "H", "H", "H", "C", "N", "C", "C", "O", "N", "C", "N", "H", "H", "H", "H", "H", "H", "H"],
  "coordinates": [[0.30, 0.88, 0.18], [3.98, 0.28, 2.57], [2.46, 0.38, 2.63], [1.98, 0.46, 4.07], [2.00, 1.53, 1.89], [1.91, -0.91, 1.97], [2.16, -1.99, 2.49], [1.27, -0.73, 0.87], [4.44, 1.20, 2.95], [4.32, 0.10, 1.55], [4.31, -0.56, 3.18], [2.38, 1.36, 4.55], [2.33, -0.42, 4.61], [0.90, 0.47, 4.12], [2.74, 1.83, 1.35], [0.44, 0.80, -4.22], [1.79, 1.17, -3.60], [2.80, 0.05, -3.76], [1.53, 1.71, -1.82], [3.13, 2.56, -1.40], [4.13, 1.54, -0.82], [2.83, 3.71, -0.43], [0.42, 3.11, -2.17], [0.70, 4.09, -3.12], [-0.24, 5.03, -3.49], [0.07, 6.10, -4.50], [-1.51, 4.95, -2.91], [-1.80, 4.01, -1.94], [-0.82, 3.09, -1.50], [-1.02, 2.20, -0.48], [-2.28, 2.24, 0.19], [-2.58, 3.27, 1.09], [-1.64, 4.42, 1.29], [-3.80, 3.24, 1.77], [-4.72, 2.22, 1.56], [-6.03, 2.18, 2.30], [-4.41, 1.23, 0.63], [-3.21, 1.22, -0.06], [-2.91, 0.17, -1.09], [0.58, 0.51, -5.27], [-0.26, 1.63, -4.19], [-0.01, -0.04, -3.69], [2.17, 2.06, -4.11], [2.47, -0.85, -3.24], [3.78, 0.33, -3.37], [2.92, -0.20, -4.82], [3.55, 2.99, -2.32], [3.60, 0.68, -0.39], [4.75, 2.00, -0.05], [4.80, 1.16, -1.58], [2.10, 3.41, 0.33], [2.41, 4.56, -0.95], [3.74, 4.04, 0.08], [1.67, 4.11, -3.60], [1.10, 6.04, -4.84], [-0.10, 7.09, -4.08], [-0.59, 6.01, -5.37], [-2.28, 5.64, -3.22], [-2.79, 3.96, -1.52], [-0.60, 4.12, 1.15], [-1.76, 4.85, 2.29], [-1.84, 5.21, 0.57], [-4.03, 4.04, 2.46], [-6.15, 3.07, 2.92], [-6.10, 1.30, 2.94], [-6.86, 2.14, 1.60], [-5.15, 0.46, 0.43], [-3.65, -0.63, -1.05], [-1.92, -0.27, -0.90], [-2.90, 0.60, -2.09], [-0.06, -6.26, -2.60], [-0.33, -5.26, -3.73], [0.13, -3.83, -3.45], [-0.68, -3.08, -2.39], [-0.48, -3.56, -1.02], [0.56, -3.23, -0.26], [1.85, -2.26, -0.91], [0.69, -3.68, 0.97], [-0.12, -4.71, 1.60], [0.76, -5.68, 2.39], [1.63, -6.61, 1.54], [2.88, -5.96, 0.95], [-0.26, -7.27, -2.94], [-0.70, -6.07, -1.74], [0.98, -6.21, -2.28], [-1.40, -5.25, -3.97], [0.19, -5.61, -4.63], [0.06, -3.25, -4.37], [1.18, -3.84, -3.14], [-1.75, -3.16, -2.61], [-0.40, -2.03, -2.40], [-1.25, -4.02, -0.57], [1.36, -3.19, 1.57], [-0.66, -5.27, 0.83], [-0.85, -4.25, 2.27], [0.09, -6.29, 3.00], [1.39, -5.10, 3.07], [1.02, -7.04, 0.73], [1.94, -7.44, 2.17], [2.65, -5.19, 0.22], [3.50, -6.71, 0.46], [3.48, -5.51, 1.74], [-2.74, 1.00, 5.14], [-2.10, 0.51, 3.94], [-2.45, -0.76, 3.34], [-1.61, -0.73, 2.05], [-1.54, -1.62, 1.23], [-0.94, 0.46, 2.02], [-1.23, 1.14, 3.13], [-0.70, 2.33, 3.41], [-3.82, 0.98, 5.01], [-2.44, 2.02, 5.35], [-2.48, 0.37, 5.99], [-3.52, -0.82, 3.11], [-2.17, -1.61, 3.96], [0.07, 2.61, 2.82], [-0.75, 2.70, 4.34]],
  "charge": 1,
  "e_above_lowest_kcal_mol": 5.5,
  "e_tot_ha": -4276.81420,
  "spin_multiplicity": 5,
  "homo_ha": [-0.3331, -0.3343]
}

---

[2]
{
  "formula": "C39H65N11O5",
  "method": "the ωB97M-V functional and the def2-TZVPD basis",
  "symbols": ["C", "C", "C", "N", "C", "H", "H", "H", "H", "H", "C", "C", "C", "N", "C", "H", "H", "H", "H", "H", "C", "C", "C", "N", "C", "H", "H", "H", "H", "H", "C", "C", "C", "N", "C", "H", "H", "H", "H", "H", "C", "C", "C", "N", "C", "H", "H", "H", "H", "H", "C", "C", "C", "N", "C", "H", "H", "H", "H", "H", "C", "N", "C", "C", "O", "H", "H", "H", "H", "H", "H", "H", "C", "N", "C", "C", "O", "H", "H", "H", "H", "H", "H", "H", "C", "N", "C", "C", "O", "H", "H", "H", "H", "H", "H", "H", "C", "N", "C", "C", "O", "H", "H", "H", "H", "H", "H", "H", "C", "N", "C", "C", "O", "H", "H", "H", "H", "H", "H", "H"],
  "coordinates": [[3.51, 5.66, 25.14], [4.78, 5.18, 24.74], [4.64, 3.84, 24.44], [3.31, 3.53, 24.55], [2.63, 4.58, 25.07], [3.29, 6.67, 25.43], [5.70, 5.79, 24.73], [5.36, 3.17, 24.04], [2.95, 2.61, 24.26], [1.56, 4.48, 25.25], [0.36, 6.52, 20.99], [1.31, 6.57, 22.07], [2.36, 5.72, 21.71], [2.06, 5.19, 20.52], [0.83, 5.62, 20.08], [-0.62, 6.93, 20.83], [1.31, 7.24, 22.93], [3.24, 5.54, 22.33], [2.55, 4.47, 19.99], [0.33, 5.38, 19.17], [-1.05, -2.96, 23.88], [0.32, -2.92, 23.46], [0.43, -3.62, 22.30], [-0.79, -4.19, 22.02], [-1.74, -3.79, 22.95], [-1.43, -2.47, 24.75], [1.19, -2.46, 23.90], [1.36, -3.76, 21.76], [-0.89, -4.91, 21.29], [-2.77, -4.10, 22.84], [0.29, -0.93, 18.54], [0.13, -2.26, 18.31], [-0.52, -2.45, 17.11], [-0.83, -1.18, 16.68], [-0.32, -0.24, 17.48], [0.82, -0.53, 19.39], [0.53, -3.04, 18.98], [-0.79, -3.28, 16.49], [-1.38, -0.98, 15.87], [-0.39, 0.81, 17.25], [-5.53, 0.71, 25.32], [-4.56, -0.26, 25.58], [-3.35, 0.23, 25.18], [-3.58, 1.51, 24.70], [-4.88, 1.83, 24.79], [-6.58, 0.59, 25.48], [-4.74, -1.23, 25.99], [-2.36, -0.18, 25.16], [-2.89, 2.18, 24.38], [-5.29, 2.79, 24.49], [4.21, -2.97, 21.63], [3.31, -1.90, 21.32], [3.33, -1.71, 19.98], [4.19, -2.66, 19.41], [4.72, -3.42, 20.43], [4.37, -3.40, 22.61], [2.74, -1.37, 22.08], [2.69, -1.05, 19.41], [4.57, -2.59, 18.47], [5.41, -4.22, 20.28], [6.37, 0.40, 19.80], [5.19, 1.20, 20.11], [4.94, 1.50, 21.52], [4.44, 1.88, 19.16], [3.55, 2.71, 19.36], [6.35, -0.48, 20.42], [7.29, 0.92, 20.04], [6.30, 0.18, 18.73], [5.86, 1.80, 22.00], [4.15, 2.27, 21.55], [4.63, 0.60, 22.06], [4.75, 1.57, 18.12], [-3.17, -1.87, 20.07], [-4.06, -0.78, 19.72], [-3.57, 0.38, 18.94], [-5.34, -0.76, 20.10], [-6.16, 0.11, 19.83], [-2.69, -2.28, 19.18], [-3.66, -2.68, 20.59], [-2.29, -1.51, 20.56], [-2.98, 1.03, 19.59], [-3.03, 0.03, 18.08], [-4.43, 0.94, 18.54], [-5.56, -1.61, 20.72], [-3.81, 3.97, 21.85], [-3.78, 4.25, 20.41], [-2.47, 4.24, 19.77], [-4.89, 4.55, 19.71], [-4.94, 4.79, 18.52], [-3.22, 3.09, 22.12], [-4.84, 3.68, 22.02], [-3.40, 4.81, 22.41], [-2.58, 4.45, 18.69], [-1.86, 5.03, 20.22], [-2.01, 3.29, 19.97], [-5.79, 4.45, 20.35], [1.03, 1.84, 21.13], [0.14, 1.78, 22.29], [-0.72, 0.60, 22.45], [-0.06, 2.88, 23.01], [-0.82, 2.95, 24.01], [0.49, 1.80, 20.18], [1.68, 0.99, 21.18], [1.52, 2.82, 21.19], [-1.07, 0.68, 23.48], [-1.49, 0.70, 21.68], [-0.22, -0.34, 22.32], [0.57, 3.72, 22.67], [-1.28, 3.50, 27.13], [-2.11, 4.72, 27.09], [-2.08, 5.74, 28.12], [-2.77, 4.94, 25.94], [-3.42, 5.92, 25.72], [-0.29, 3.67, 26.74], [-1.81, 2.79, 26.51], [-1.21, 3.19, 28.17], [-2.52, 5.36, 29.04], [-1.06, 6.02, 28.33], [-2.70, 6.58, 27.77], [-2.61, 4.09, 25.26]],
  "charge": 0,
  "e_tot_ha": -2503.50763,
  "spin_multiplicity": 1,
  "homo_ha": -0.2925
}

---

[3]
{
  "formula": "C39H65N2O2RuSeSi2Te4",
  "method": "the ωB97M-V functional and the def2-TZVPD basis",
  "symbols": ["Ru", "C", "C", "C", "C", "C", "C", "C", "Se", "C", "C", "C", "C", "C", "C", "O", "C", "C", "C", "C", "C", "C", "C", "C", "C", "O", "C", "C", "C", "C", "C", "C", "H", "H", "H", "H", "H", "H", "H", "H", "H", "H", "H", "H", "H", "H", "H", "H", "H", "H", "H", "H", "H", "H", "H", "H", "H", "H", "H", "H", "H", "H", "H", "H", "H", "H", "H", "H", "H", "H", "H", "H", "Te", "Te", "Te", "Te", "C", "Si", "C", "C", "C", "Si", "C", "C", "C", "H", "H", "H", "H", "H", "H", "H", "H", "H", "H", "H", "H", "H", "H", "H", "H", "H", "H", "H", "C", "C", "N", "C", "C", "N", "H", "H", "H", "H", "H", "H"],
  "coordinates": [[-0.35, -0.30, 2.59], [-4.02, 3.48, -3.15], [-2.70, 2.65, -3.14], [-1.52, 3.62, -2.77], [-2.51, 1.91, -4.50], [-2.74, 1.58, -2.08], [-1.55, 0.98, -1.69], [-1.48, 0.37, -0.50], [0.20, -0.20, 0.30], [0.89, -1.45, -0.97], [1.47, -0.84, -2.12], [2.04, -1.63, -3.10], [2.04, -3.01, -2.99], [1.61, -3.60, -1.84], [0.77, -2.86, -0.82], [0.00, -3.44, 0.06], [1.94, -5.09, -1.69], [2.85, -5.31, -0.49], [2.64, -5.74, -2.92], [0.62, -5.92, -1.43], [2.68, -1.01, -4.35], [3.45, 0.32, -4.02], [1.53, -0.69, -5.33], [3.63, -1.99, -5.09], [-2.64, 0.16, 0.27], [-2.53, 0.04, 1.58], [-3.92, 0.30, -0.39], [-3.93, 1.15, -1.47], [-5.21, -0.36, 0.10], [-6.22, -0.53, -1.05], [-5.69, 0.64, 1.20], [-5.00, -1.79, 0.66], [-3.96, 4.37, -3.80], [-4.28, 3.86, -2.12], [-4.90, 2.90, -3.58], [-1.35, 4.37, -3.58], [-0.54, 3.12, -2.69], [-1.71, 4.09, -1.81], [-2.33, 2.61, -5.31], [-3.36, 1.26, -4.76], [-1.65, 1.22, -4.38], [-0.74, 0.96, -2.40], [1.42, 0.20, -2.29], [2.41, -3.57, -3.83], [3.83, -4.70, -0.51], [3.17, -6.38, -0.43], [2.37, -5.04, 0.44], [3.63, -5.23, -3.11], [2.12, -5.79, -3.87], [2.82, -6.79, -2.67], [0.38, -6.00, -0.37], [0.59, -6.90, -1.89], [-0.25, -5.41, -1.89], [2.79, 1.18, -3.81], [4.01, 0.73, -4.90], [4.13, 0.26, -3.20], [0.95, 0.16, -4.90], [0.98, -1.62, -5.46], [1.93, -0.34, -6.26], [4.35, -2.41, -4.36], [4.14, -1.46, -5.87], [3.13, -2.86, -5.49], [-4.84, 1.55, -1.86], [-6.60, 0.45, -1.35], [-7.08, -1.09, -0.70], [-5.79, -1.10, -1.90], [-5.93, 1.63, 0.75], [-4.88, 0.78, 1.91], [-6.62, 0.23, 1.65], [-4.75, -2.46, -0.17], [-5.88, -2.24, 1.16], [-4.15, -1.74, 1.35], [-1.09, -2.65, 1.96], [0.46, -4.43, 3.45], [3.18, -3.14, 4.64], [2.22, -0.74, 3.33], [-2.96, -0.80, 4.62], [-1.67, 0.54, 5.08], [-0.43, -0.15, 6.30], [-2.86, 1.88, 5.95], [-0.52, 1.16, 3.76], [-0.73, 2.99, 2.97], [0.81, 3.23, 2.09], [-0.68, 4.27, 4.41], [-2.24, 3.35, 1.94], [-3.68, -0.98, 5.45], [-2.48, -1.77, 4.37], [-3.53, -0.39, 3.79], [-0.95, -0.62, 7.11], [0.10, 0.72, 6.79], [0.32, -0.74, 5.75], [-3.72, 1.45, 6.51], [-3.35, 2.51, 5.16], [-2.34, 2.59, 6.64], [0.41, 1.26, 4.38], [1.56, 2.54, 2.56], [1.26, 4.23, 2.07], [0.66, 2.90, 1.08], [-0.54, 5.27, 3.87], [0.25, 4.04, 4.99], [-1.50, 4.26, 5.13], [-3.22, 3.01, 2.31], [-2.08, 2.86, 0.99], [-2.29, 4.43, 1.92], [6.47, 1.72, 3.16], [7.05, 2.02, 1.86], [7.27, 3.22, 1.35], [7.94, 3.01, 0.20], [8.17, 1.68, -0.01], [7.53, 1.03, 1.04], [7.21, 1.84, 3.94], [6.07, 0.69, 3.14], [5.65, 2.40, 3.46], [8.23, 3.89, -0.45], [8.74, 1.20, -0.82], [7.44, -0.01, 1.15]],
  "charge": -2,
  "e_above_lowest_kcal_mol": 44.4,
  "e_tot_ha": -5932.38914,
  "spin_multiplicity": 6,
  "homo_ha": [-0.0275, -0.0697]
}

---

[4]
{
  "formula": "C39H66BN6O6S",
  "method": "the ωB97M-V functional and the def2-TZVPD basis",
  "symbols": ["C", "C", "C", "O", "C", "O", "C", "C", "C", "N", "B", "O", "O", "C", "C", "C", "C", "C", "C", "O", "O", "C", "C", "C", "C", "C", "C", "S", "H", "H", "H", "H", "H", "H", "H", "H", "H", "H", "H", "H", "H", "H", "H", "H", "H", "H", "H", "H", "H", "H", "H", "H", "H", "H", "H", "H", "H", "H", "H", "C", "C", "C", "C", "N", "H", "H", "H", "H", "H", "H", "H", "C", "C", "C", "C", "N", "H", "H", "H", "H", "H", "H", "H", "C", "C", "C", "C", "N", "H", "H", "H", "H", "H", "H", "H", "C", "C", "C", "C", "N", "H", "H", "H", "H", "H", "H", "H", "C", "C", "C", "C", "N", "H", "H", "H", "H", "H", "H", "H"],
  "coordinates": [[7.77, -2.93, 5.08], [7.35, -1.44, 5.06], [6.35, -1.08, 3.94], [5.03, -0.81, 4.58], [4.23, -1.89, 4.30], [4.45, -2.94, 4.83], [3.13, -1.63, 3.29], [3.08, -0.33, 2.76], [2.15, -0.02, 1.81], [1.25, -0.93, 1.37], [0.28, -0.42, 0.33], [-0.33, -1.19, -0.62], [0.05, 0.94, 0.32], [-1.00, 1.32, 1.26], [1.27, -2.19, 1.86], [0.25, -3.21, 1.40], [0.70, -4.06, 0.17], [2.23, -4.15, -0.05], [2.78, -3.10, -1.02], [2.10, -2.36, -1.68], [4.15, -3.07, -1.15], [4.73, -2.08, -0.28], [6.23, -2.02, -0.62], [2.20, -2.58, 2.83], [2.25, -4.00, 3.38], [1.71, -4.14, 4.82], [0.29, -3.51, 5.02], [-0.98, -4.80, 5.32], [7.09, -3.50, 5.73], [8.77, -3.00, 5.53], [7.80, -3.39, 4.09], [8.25, -0.82, 4.91], [6.91, -1.15, 6.02], [6.26, -1.89, 3.20], [6.61, -0.17, 3.40], [3.79, 0.41, 3.12], [2.17, 0.99, 1.41], [-1.29, -1.12, -0.59], [-1.03, 0.72, 2.18], [-1.95, 1.36, 0.72], [-0.79, 2.35, 1.57], [0.05, -3.89, 2.23], [-0.72, -2.77, 1.16], [0.36, -5.09, 0.36], [0.19, -3.77, -0.76], [2.42, -5.12, -0.55], [2.83, -4.16, 0.87], [4.59, -2.45, 0.75], [4.32, -1.07, -0.44], [6.77, -2.90, -0.25], [6.36, -2.04, -1.71], [6.68, -1.12, -0.19], [3.31, -4.32, 3.32], [1.71, -4.71, 2.74], [2.37, -3.76, 5.60], [1.61, -5.22, 5.01], [0.34, -2.83, 5.88], [-0.06, -2.94, 4.15], [-1.72, -4.78, 4.18], [-0.93, 5.30, -0.55], [-2.23, 5.98, -0.13], [-2.36, 6.10, 1.40], [-2.35, 4.77, 2.03], [-2.34, 3.73, 2.51], [-0.87, 4.27, -0.19], [-0.87, 5.26, -1.64], [-0.06, 5.85, -0.18], [-3.07, 5.42, -0.52], [-2.27, 6.97, -0.57], [-3.29, 6.61, 1.65], [-1.54, 6.69, 1.81], [8.81, -1.98, -5.93], [8.42, -3.42, -5.61], [7.67, -3.55, -4.28], [8.51, -3.08, -3.16], [9.17, -2.71, -2.29], [9.49, -1.57, -5.18], [9.31, -1.92, -6.89], [7.93, -1.34, -5.97], [9.33, -4.03, -5.58], [7.80, -3.81, -6.41], [7.41, -4.60, -4.10], [6.75, -2.97, -4.30], [-6.25, 7.05, 0.01], [-6.89, 7.50, -1.30], [-6.25, 6.84, -2.53], [-4.82, 7.18, -2.61], [-3.70, 7.46, -2.68], [-5.19, 7.33, 0.06], [-6.75, 7.52, 0.85], [-6.32, 5.97, 0.13], [-6.81, 8.59, -1.38], [-7.95, 7.25, -1.28], [-6.74, 7.18, -3.44], [-6.35, 5.75, -2.47], [-3.39, -3.83, -2.08], [-3.74, -5.27, -1.72], [-4.40, -5.40, -0.34], [-3.50, -4.90, 0.71], [-2.78, -4.52, 1.52], [-2.66, -3.41, -1.38], [-2.95, -3.79, -3.08], [-4.28, -3.20, -2.07], [-2.83, -5.88, -1.74], [-4.42, -5.68, -2.47], [-4.65, -6.44, -0.13], [-5.33, -4.82, -0.30], [-10.26, 6.81, -4.98], [-10.61, 5.36, -4.65], [-11.24, 5.21, -3.26], [-10.31, 5.67, -2.22], [-9.58, 6.04, -1.41], [-9.51, 7.21, -4.29], [-9.84, 6.87, -5.99], [-11.14, 7.45, -4.94], [-9.71, 4.75, -4.71], [-11.31, 4.98, -5.39], [-11.49, 4.17, -3.07], [-12.16, 5.79, -3.19]],
  "charge": 1,
  "e_above_lowest_kcal_mol": 22.3,
  "e_tot_ha": -2728.49421,
  "spin_multiplicity": 1,
  "homo_ha": -0.4048
}

---

Number 1: largest force on an atom 0.02708 hartree/bohr. Number 2: largest force on an atom 0.06137 hartree/bohr. Number 3: largest force on an atom 0.09879 hartree/bohr. Number 4: largest force on an atom 0.04634 hartree/bohr.